11
Properties=species:S:1:pos:R:3 method="wB97M-V/def2-TZVPD" e_lumo_ha="0.004 / -0.014" largest_force_ev_per_a=3.9 s2=0.75 multiplicity=2 homo_lumo_gap_ev="8.112 / 7.650" de_lowest_ev=0.1315
C -1.012 -0.600 -0.029
C -1.269 0.877 -0.007
O -0.167 1.668 -0.208
H 1.308 -1.232 -0.016
H -0.954 -1.060 -1.024
H -1.117 -1.141 0.917
H -1.783 1.121 0.956
H -2.059 1.079 -0.782
O 2.256 -0.814 0.147
H 2.879 -1.319 -0.381
Tl 1.917 1.420 0.426